Model one:
Here is a single C3H2N2O2 molecule from the OMol25 dataset. Energies are from ωB97M-V/def2-TZVPD.

```
! wB97M-V def2-TZVPD RIJCOSX def2/J DEFGRID3
* xyz 0 1
O 0.41222 -1.08650 -2.41923
C 0.25289 -0.43826 -1.44543
C -0.83114 -0.26863 -0.35233
N -0.40932 -0.85803 0.74359
C 0.03430 0.20250 1.47144
N -0.15045 1.37256 0.91395
O -0.85490 1.08036 -0.22422
H 0.98180 0.28462 -0.95347
H 0.60663 0.09794 2.38071
*
```

Calculated values
lowest unoccupied orbital energy = -0.98 eV
SMILES string = O=Cc1ncno1

=====

Model two:
Here is a single C3H2N2O2 molecule from the OMol25 dataset. Energies are from ωB97M-V/def2-TZVPD.

```
! wB97M-V def2-TZVPD RIJCOSX def2/J DEFGRID3
* xyz 0 1
C 0.56776 -1.22953 0.23764
C 0.28931 -1.02539 -1.01089
C -0.47396 1.37278 -0.29652
N 0.38725 -0.30346 1.20832
N -0.25642 0.86057 0.89976
O -0.14697 -0.90287 -2.09667
O -1.32439 1.88701 -0.91294
H 1.05111 -2.19362 0.40155
H -0.09369 1.53452 1.56974
*
```

Calculated values
lowest unoccupied orbital energy (alpha / beta) = -0.56 / -0.44 eV

=====

model one is favored, and the nearest alternative lies 1.051 eV above it.

=====

Model one:
Here is a single C3H2N2O2 molecule from the OMol25 dataset. Energies are from ωB97M-V/def2-TZVPD.

```
! wB97M-V def2-TZVPD RIJCOSX def2/J DEFGRID3
* xyz 0 1
O 2.63303 -0.08593 0.13875
C 1.47847 -0.28139 -0.04079
N 0.75348 -1.52161 -0.17684
N -0.51111 -1.44035 -0.00755
C -1.18406 -0.25386 0.18384
C -0.60026 0.91998 -0.08704
O 0.70704 0.95879 -0.10366
H -2.29270 -0.30792 0.19488
H -0.98390 2.01230 -0.10160
*
```

Calculated values
lowest unoccupied orbital energy = -1.07 eV
SMILES string = O=c1nncco1

=====

Model two:
Here is a single C3H2N2O2 molecule from the OMol25 dataset. Energies are from ωB97M-V/def2-TZVPD.

```
! wB97M-V def2-TZVPD RIJCOSX def2/J DEFGRID3
* xyz 0 1
H -0.50484 1.58145 1.85429
N 0.40683 1.20061 1.59792
C 0.32009 0.48218 0.57061
C 1.55254 -0.07175 0.02579
N 2.57373 -0.43163 -0.38252
O -0.85122 0.29874 -0.11322
C -1.09256 -0.75334 -0.96827
O -2.09265 -0.77680 -1.61208
H -0.31192 -1.52947 -0.97252
*
```

Calculated values
lowest unoccupied orbital energy = -0.34 eV
SMILES string = [H]/N=C(/C#N)OC=O

=====

model two is favored, and the nearest alternative lies 1.269 eV above it.

=====

Model one:
Here is a single C3H2N2O2 molecule from the OMol25 dataset. Energies are from ωB97M-V/def2-TZVPD.

```
! wB97M-V def2-TZVPD RIJCOSX def2/J DEFGRID3
* xyz 0 1
O 1.12932 -2.38838 0.51853
C 0.76881 -1.34310 0.98891
C 0.36274 -0.13207 0.10625
N -0.83953 0.32204 0.30834
C -1.01264 1.23407 -0.70808
N 0.03051 1.50656 -1.44197
O 1.02282 0.42080 -0.89226
H 0.58140 -1.16053 2.07051
H -2.04344 1.54062 -0.95024
*
```

Calculated values
lowest unoccupied orbital energy = -0.39 eV
SMILES string = O=Cc1ncno1

=====

Model two:
Here is a single C3H2N2O2 molecule from the OMol25 dataset. Energies are from ωB97M-V/def2-TZVPD.

```
! wB97M-V def2-TZVPD RIJCOSX def2/J DEFGRID3
* xyz 0 1
O 2.49229 0.43007 -0.13404
C 1.63965 -0.47883 0.01240
C 0.29292 -0.32451 0.14322
C -0.32236 0.99098 0.12888
N -1.64185 0.89200 -0.10848
O -1.90556 -0.35589 -0.03950
N -0.73331 -1.20350 -0.02511
H 2.11351 -1.43204 0.24191
H 0.15750 1.89326 0.37458
*
```

Calculated values
lowest unoccupied orbital energy = -1.31 eV
SMILES string = O=Cc1cnon1

=====

model one is favored, and the nearest alternative lies 1.616 eV above it.

=====

Model one:
Here is a single C3H2N2O2 molecule from the OMol25 dataset. Energies are from ωB97M-V/def2-TZVPD.

```
! wB97M-V def2-TZVPD RIJCOSX def2/J DEFGRID3
* xyz 0 1
O -1.51712 -2.03866 -0.13056
C -0.86529 -1.02187 -0.02829
C 0.67332 -0.81534 -0.01229
C 0.85350 0.49259 -0.01027
N -0.47566 1.17143 -0.01896
O -0.43243 2.47771 -0.11439
N -1.46020 0.17628 0.11833
H 1.41780 -1.48046 0.06607
H 1.80608 1.03831 0.13037
*
```

Calculated values
lowest unoccupied orbital energy (alpha / beta) = -2.49 / -2.31 eV
SMILES string = O=C1C=C[N+]([O-])=N1

=====

Model two:
Here is a molecular structure, C3H2N2O2 from the OMol25 dataset. Energies are from ωB97M-V/def2-TZVPD.

```
! wB97M-V def2-TZVPD RIJCOSX def2/J DEFGRID3
* xyz 0 1
C 0.41117 1.63039 -0.45461
C 0.29002 0.20776 -0.74588
C -0.58046 -0.41211 1.45932
N 0.29219 2.59749 0.18191
N 0.00341 -0.61602 0.35733
O -0.60161 -1.61268 1.73765
O -0.17655 -2.15743 0.46719
H -0.74383 0.43266 -1.57130
H 1.10566 -0.07008 -1.43161
*
```

Calculated values
lowest unoccupied orbital energy = -0.33 eV

=====

Model three:
Here is a single C3H2N2O2 molecule from the OMol25 dataset. Energies are from ωB97M-V/def2-TZVPD.

```
! wB97M-V def2-TZVPD RIJCOSX def2/J DEFGRID3
* xyz 0 1
O 0.67481 0.76660 2.43037
C -0.05138 0.03815 1.80949
C -0.01069 0.00129 0.29691
N -0.69866 -0.71809 -0.53625
C -0.20645 -0.28867 -1.74241
N 0.71656 0.62756 -1.65952
O 0.85408 0.82625 -0.30601
H -0.72560 -0.57842 2.41202
H -0.54510 -0.66723 -2.69808
*
```

Calculated values
lowest unoccupied orbital energy = -0.72 eV
SMILES string = O=Cc1ncno1

=====

model three is favored, and the nearest alternative lies 2.731 eV above it.

=====

Model one:
Here is 3 unconnected molecules or ions with the total composition C4H12NS from the OMol25 dataset. Energies are from ωB97M-V/def2-TZVPD.

```
! wB97M-V def2-TZVPD RIJCOSX def2/J DEFGRID3
* xyz 0 2
C 3.06361 0.55924 -0.46983
C 2.62181 -0.53602 0.56028
C 3.23521 -1.59721 1.17280
C -0.63339 0.48554 -0.67497
S -0.04877 2.20047 -0.85637
N -5.66581 -0.51713 0.44420
H 2.88319 1.54458 -0.04751
H 4.11134 0.35420 -0.74509
H 2.50725 0.51006 -1.42005
H 1.51055 -0.44389 0.59441
H 2.59000 -2.39676 1.51118
H 4.30423 -1.74986 1.42625
H -1.68542 0.72269 -0.48129
H -0.51114 0.19462 -1.69687
H -1.21350 2.80501 -1.35414
H -4.83019 -0.41659 0.95141
H -6.39352 -0.16943 0.98249
H -5.84546 -1.54952 0.10310
*
```

Calculated values
<S²> = 0.76
lowest unoccupied orbital energy (alpha / beta) = 0.66 / -1.42 eV

=====

Model two:
Here is 2 unconnected molecules or ions with the total composition C4H12NS from the OMol25 dataset. Energies are from ωB97M-V/def2-TZVPD.

```
! wB97M-V def2-TZVPD RIJCOSX def2/J DEFGRID3
* xyz 0 2
C -0.34549 3.33650 -0.98809
S 0.14693 1.81688 -1.77397
H 0.22971 4.19066 -1.34547
H -1.40443 3.55379 -1.12841
H -0.18015 3.27185 0.09189
C -0.77746 -0.70319 1.93609
C -0.58174 -1.17895 0.50380
N 0.76181 -1.71355 0.30252
C 1.33286 -1.53478 -1.02580
H -1.72843 -0.18038 2.04815
H 0.01423 0.01723 2.15553
H -0.70569 -1.50626 2.66754
H -0.72455 -0.34421 -0.17739
H -1.33372 -1.94620 0.26705
H 0.80964 -2.68123 0.58494
H 2.41708 -1.62424 -0.95931
H 0.95045 -2.24486 -1.76992
H 1.11894 -0.52905 -1.38913
*
```

Calculated values
<S²> = 0.75
lowest unoccupied orbital energy (alpha / beta) = 0.93 / -1.97 eV

=====

Model three:
Here is 2 unconnected molecules or ions with the total composition C4H12NS from the OMol25 dataset. Energies are from ωB97M-V/def2-TZVPD.

```
! wB97M-V def2-TZVPD RIJCOSX def2/J DEFGRID3
* xyz 0 2
C -1.89981 1.50889 0.57171
S -0.66344 2.79627 0.19112
H -1.52213 0.97732 1.43794
H -2.87232 1.96220 0.73112
H -1.97659 0.81399 -0.25914
H -1.33420 3.27365 -0.87255
C 1.76543 -0.87268 1.19587
C 0.47497 -1.06801 0.42975
C 0.14526 -0.67675 -1.99211
N 0.74081 -1.35470 -0.98282
H 2.32309 -1.80617 1.22052
H 2.30800 -0.02423 0.78994
H 1.53361 -0.63834 2.23890
H -0.13957 -1.89011 0.81397
H -0.15106 -0.18163 0.46361
H 0.15910 -1.07386 -2.99344
H -0.38548 0.23758 -1.80870
H 1.49432 -1.98342 -1.17569
*
```

Calculated values
<S²> = 0.75
lowest unoccupied orbital energy (alpha / beta) = 0.89 / 0.86 eV

=====

model two is favored, and the nearest alternative lies 0.332 eV above it.

=====

Model one:
Here is a molecular structure, C3H2BrClO from the OMol25 dataset. Energies are from ωB97M-V/def2-TZVPD.

```
! wB97M-V def2-TZVPD RIJCOSX def2/J DEFGRID3
* xyz 0 1
C -0.57592 1.32046 0.33213
C 0.23192 -0.35457 -0.28306
C 0.55577 -1.68232 -0.50018
O 1.62028 -0.78820 0.02001
Cl -1.42485 1.24977 1.76926
Br 0.48597 -3.15004 -1.44769
H -1.21307 1.61155 -0.39041
H 0.31990 1.79336 0.49994
*
```

Calculated values
lowest unoccupied orbital energy (alpha / beta) = 0.07 / 0.07 eV

=====

Model two:
Here is a molecular structure, C3H2BrClO from the OMol25 dataset. Energies are from ωB97M-V/def2-TZVPD.

```
! wB97M-V def2-TZVPD RIJCOSX def2/J DEFGRID3
* xyz 0 1
C -0.72015 -1.24452 0.25410
C 0.26555 1.74371 -0.38827
C 0.81216 0.89295 0.42520
O -0.54533 2.58714 -0.58262
Cl 0.44583 -2.19827 -0.31843
Br 2.44412 0.57395 -0.12854
H -1.08042 -0.38557 -0.45244
H -1.62176 -1.96939 1.19101
*
```

Calculated values
lowest unoccupied orbital energy (alpha / beta) = -0.60 / -2.03 eV

=====

model one is favored, and the nearest alternative lies 0.692 eV above it.